{
  "formula": "C86H220N16O27",
  "method": "ωB97M-V with the def2-TZVPD basis set",
  "species": ["C", "O", "C", "C", "N", "C", "C", "O", "C", "H", "H", "H", "H", "H", "H", "H", "H", "H", "H", "H", "H", "H", "H", "H", "C", "O", "C", "C", "N", "C", "C", "O", "C", "H", "H", "H", "H", "H", "H", "H", "H", "H", "H", "H", "H", "H", "H", "H", "C", "O", "C", "C", "N", "C", "C", "O", "C", "H", "H", "H", "H", "H", "H", "H", "H", "H", "H", "H", "H", "H", "H", "H", "C", "O", "C", "C", "N", "C", "C", "O", "C", "H", "H", "H", "H", "H", "H", "H", "H", "H", "H", "H", "H", "H", "H", "H", "C", "O", "C", "C", "N", "C", "C", "O", "C", "H", "H", "H", "H", "H", "H", "H", "H", "H", "H", "H", "H", "H", "H", "H", "C", "O", "C", "C", "N", "C", "C", "O", "C", "H", "H", "H", "H", "H", "H", "H", "H", "H", "H", "H", "H", "H", "H", "H", "C", "O", "C", "C", "N", "C", "C", "O", "C", "H", "H", "H", "H", "H", "H", "H", "H", "H", "H", "H", "H", "H", "H", "H", "C", "O", "C", "C", "N", "C", "C", "O", "C", "H", "H", "H", "H", "H", "H", "H", "H", "H", "H", "H", "H", "H", "H", "H", "C", "O", "C", "C", "N", "C", "C", "O", "C", "H", "H", "H", "H", "H", "H", "H", "H", "H", "H", "H", "H", "H", "H", "H", "C", "O", "C", "C", "N", "C", "C", "O", "C", "H", "H", "H", "H", "H", "H", "H", "H", "H", "H", "H", "H", "H", "H", "H", "C", "O", "C", "C", "N", "C", "C", "O", "C", "H", "H", "H", "H", "H", "H", "H", "H", "H", "H", "H", "H", "H", "H", "H", "C", "C", "C", "O", "C", "N", "H", "H", "H", "H", "H", "H", "H", "H", "H", "H", "H", "C", "C", "C", "O", "C", "N", "H", "H", "H", "H", "H", "H", "H", "H", "H", "H", "H", "C", "C", "C", "O", "C", "N", "H", "H", "H", "H", "H", "H", "H", "H", "H", "H", "H", "C", "C", "C", "O", "C", "N", "H", "H", "H", "H", "H", "H", "H", "H", "H", "H", "H", "C", "C", "C", "O", "C", "N", "H", "H", "H", "H", "H", "H", "H", "H", "H", "H", "H"],
  "coordinates": [[16.9396, 34.5701, 14.6817], [16.0438, 34.5263, 15.7621], [16.7273, 34.3799, 17.0241], [15.7559, 34.6520, 18.2052], [15.4147, 36.0664, 18.1095], [14.6411, 36.6812, 19.2183], [15.5568, 36.8963, 20.3861], [15.6497, 35.8265, 21.2428], [16.4014, 36.0724, 22.3958], [17.4463, 35.5449, 14.6805], [16.3933, 34.5414, 13.7632], [17.5744, 33.7004, 14.7422], [17.6517, 35.0205, 17.1409], [17.0516, 33.3475, 17.1771], [16.2754, 34.3773, 19.1331], [14.8358, 33.9952, 18.0952], [14.9482, 36.2692, 17.2657], [13.7804, 36.1511, 19.5548], [14.3153, 37.6121, 18.8074], [15.2541, 37.7844, 20.8861], [16.5034, 37.1753, 19.9762], [17.5058, 36.2431, 22.1421], [16.4178, 35.1203, 22.9178], [16.0357, 36.8773, 23.0821], [23.2111, 22.7503, 16.9471], [23.2265, 21.3379, 17.0378], [24.1221, 20.6668, 16.1841], [23.8939, 19.2028, 16.1795], [24.1679, 18.5009, 17.4131], [23.9627, 17.0910, 17.2758], [24.5190, 16.3666, 18.4923], [23.8368, 16.8810, 19.5817], [24.3003, 16.4287, 20.7997], [24.1475, 23.2249, 17.1090], [22.4773, 23.1658, 17.6458], [22.8782, 22.9268, 15.8931], [25.1720, 20.8789, 16.5859], [24.0167, 21.1484, 15.1790], [24.5651, 18.8247, 15.3819], [22.9053, 19.0150, 15.8346], [23.7075, 18.8278, 18.2097], [24.4387, 16.6756, 16.4084], [22.8806, 16.7352, 17.1829], [25.6107, 16.4493, 18.5719], [24.3031, 15.2888, 18.4432], [25.4002, 16.4301, 20.9179], [24.0076, 15.3836, 20.8851], [23.9418, 17.0526, 21.5913], [9.5414, 18.2190, 17.8985], [10.3369, 19.2023, 17.3073], [9.9932, 20.5391, 17.7684], [10.8102, 21.6004, 16.9465], [12.2384, 21.2815, 16.9722], [13.0143, 22.2400, 16.1856], [14.4178, 21.7018, 16.0145], [14.3684, 20.4733, 15.2758], [15.6384, 19.8390, 15.3296], [9.6556, 17.2933, 17.2876], [8.5196, 18.6475, 17.7768], [9.7281, 18.1143, 18.9787], [10.2537, 20.5901, 18.8324], [8.9288, 20.6812, 17.7680], [10.6786, 22.5666, 17.4663], [10.4398, 21.6625, 15.9364], [12.3261, 20.3317, 16.6369], [13.0824, 23.1646, 16.7470], [12.6040, 22.4502, 15.1662], [14.9556, 21.4774, 16.9605], [15.0541, 22.4287, 15.4906], [15.7584, 19.5268, 16.3844], [16.4417, 20.5186, 15.0228], [15.5434, 18.9799, 14.6742], [12.7500, 36.1958, 22.5808], [12.3428, 35.0306, 21.9090], [12.2667, 33.8742, 22.6356], [13.5795, 33.1876, 22.9414], [14.4448, 33.0321, 21.7988], [13.9960, 32.2472, 20.6684], [14.2181, 30.7724, 20.9356], [13.8223, 30.0261, 19.7806], [13.8694, 28.5910, 19.8327], [12.6477, 37.0554, 21.8448], [13.7532, 35.9744, 23.0006], [12.1611, 36.4065, 23.4513], [11.6519, 33.2800, 21.9675], [11.6766, 34.0407, 23.6013], [13.4086, 32.2127, 23.3752], [14.0099, 33.8797, 23.6594], [14.6647, 33.9489, 21.4659], [14.5151, 32.4460, 19.7656], [12.9109, 32.2573, 20.5143], [13.5260, 30.4505, 21.7795], [15.2683, 30.5901, 21.1862], [12.9134, 28.3390, 20.2914], [14.7658, 28.1433, 20.2281], [13.8414, 28.2640, 18.7640], [13.6295, 28.6157, 12.8546], [14.9587, 29.0001, 13.1590], [15.0638, 30.2822, 13.8312], [16.4784, 30.6909, 13.9298], [17.3411, 29.6058, 14.4773], [18.7987, 29.8708, 14.3409], [19.2483, 30.2072, 12.9292], [20.7148, 30.1905, 12.9904], [21.2477, 30.2419, 11.6778], [12.9273, 28.7341, 13.6718], [13.6668, 27.5779, 12.5870], [13.1926, 29.1702, 12.0098], [14.6649, 30.0919, 14.8596], [14.3830, 30.9972, 13.2975], [16.4753, 31.6082, 14.5236], [16.6776, 31.1156, 12.9417], [17.0503, 28.7865, 13.9783], [19.3573, 29.0304, 14.7034], [19.0119, 30.6988, 15.0152], [18.9774, 31.2035, 12.5832], [18.8399, 29.4894, 12.2560], [20.6713, 29.6867, 10.8830], [22.2679, 29.8827, 11.7188], [21.2310, 31.2747, 11.3845], [11.9975, 19.4094, 21.9463], [11.6722, 20.7546, 21.6406], [12.5639, 21.2557, 20.6239], [12.1318, 22.6377, 20.1919], [12.2095, 23.6493, 21.2528], [11.2774, 24.7385, 21.2479], [11.5885, 25.7557, 20.1506], [11.2473, 25.3248, 18.8453], [9.8952, 25.3406, 18.4648], [11.3481, 19.0928, 22.8232], [13.0622, 19.3276, 22.1722], [11.8539, 18.6615, 21.1665], [12.5215, 20.5084, 19.8119], [13.6071, 21.2618, 20.9621], [11.0893, 22.5761, 19.8672], [12.8273, 23.0154, 19.4386], [12.1082, 23.1665, 22.1349], [11.3519, 25.2360, 22.1803], [10.2286, 24.3977, 21.0659], [12.6599, 25.9886, 20.1723], [11.0544, 26.6716, 20.3211], [9.2111, 24.6930, 19.1628], [9.7649, 24.8803, 17.4847], [9.4304, 26.3434, 18.5310], [22.8018, 26.2677, 23.0875], [22.8278, 24.8487, 23.1124], [21.7723, 24.2289, 22.3414], [20.8471, 23.4481, 23.2819], [19.6826, 22.8106, 22.7189], [19.8793, 21.5052, 22.1616], [20.8713, 21.4535, 21.0242], [21.0142, 20.1092, 20.6159], [21.6497, 19.9990, 19.4273], [23.8549, 26.6247, 23.1686], [22.2454, 26.6949, 23.9302], [22.4003, 26.6746, 22.1207], [22.2333, 23.6284, 21.5768], [21.1639, 24.9794, 21.8773], [20.4986, 24.1946, 23.9287], [21.5216, 22.7489, 23.8134], [18.8810, 22.7796, 23.3345], [18.9754, 21.0874, 21.7099], [20.2615, 20.8230, 22.9660], [21.8512, 21.7992, 21.3382], [20.6372, 22.0618, 20.1295], [21.2537, 20.4912, 18.5204], [21.6142, 18.9720, 19.0922], [22.6746, 20.3444, 19.4751], [14.4261, 14.1168, 15.3884], [14.3626, 14.9403, 16.5867], [13.5253, 16.0898, 16.3334], [13.6168, 17.0020, 17.5341], [14.8877, 17.5716, 17.7596], [14.9425, 18.4358, 18.9557], [16.4158, 19.0001, 19.2147], [17.1135, 18.0080, 19.9504], [18.4141, 18.4974, 20.2189], [14.9588, 13.2019, 15.6170], [14.9260, 14.6020, 14.5750], [13.4670, 13.8570, 14.9942], [12.4731, 15.8328, 16.1883], [13.9533, 16.6374, 15.4577], [13.1596, 16.4418, 18.3801], [12.8862, 17.8838, 17.4267], [15.6610, 16.9018, 17.7680], [14.6142, 18.0086, 19.9017], [14.3480, 19.3158, 18.7360], [16.3110, 19.9512, 19.7871], [16.9286, 19.2793, 18.2920], [19.0786, 18.7360, 19.3299], [18.9595, 17.7543, 20.7896], [18.2522, 19.4663, 20.7489], [14.0290, 24.0746, 12.2030], [14.8444, 23.0938, 11.6433], [14.7413, 21.7871, 12.2149], [15.5724, 20.8553, 11.3074], [16.9501, 21.2022, 11.2674], [17.7746, 21.0124, 12.4804], [19.3026, 21.0633, 12.2739], [20.0045, 20.5664, 13.4220], [21.3776, 20.8347, 13.3446], [12.9713, 23.9868, 12.0080], [14.3440, 25.0323, 11.8238], [14.2107, 24.0579, 13.2761], [13.6511, 21.3972, 12.1982], [15.1483, 21.7434, 13.3043], [15.2028, 20.8719, 10.2467], [15.5022, 19.8625, 11.6726], [16.9199, 22.1920, 10.9768], [17.5009, 20.0567, 12.9039], [17.4922, 21.7875, 13.2583], [19.6210, 22.0632, 11.9569], [19.4851, 20.3791, 11.3695], [21.9038, 20.2770, 12.5726], [21.8594, 20.6420, 14.3254], [21.5240, 21.9062, 13.1643], [19.0541, 21.6210, 16.8514], [17.8250, 22.0328, 17.4348], [18.0169, 22.3239, 18.7593], [16.7964, 22.9418, 19.2901], [16.4582, 24.0906, 18.4163], [15.1062, 24.5540, 18.5712], [14.7177, 25.6848, 17.6493], [14.9177, 25.2118, 16.3414], [14.7606, 26.2497, 15.3923], [19.7638, 22.3840, 16.9821], [18.8158, 21.3615, 15.7913], [19.5322, 20.6747, 17.3128], [18.8897, 23.0394, 18.8645], [18.3594, 21.4476, 19.3381], [17.0108, 23.2753, 20.2774], [16.0379, 22.1386, 19.3467], [16.5891, 23.8330, 17.4371], [14.8930, 24.8188, 19.5667], [14.4018, 23.7409, 18.3121], [15.1731, 26.6807, 17.8154], [13.6479, 25.8041, 17.8706], [14.8681, 25.8530, 14.3562], [15.4975, 27.0473, 15.5832], [13.7597, 26.7209, 15.3968], [14.9352, 25.7058, 22.4672], [16.1149, 25.4840, 21.7035], [17.1291, 26.4816, 22.0494], [18.5139, 26.1005, 21.4946], [18.6113, 26.1926, 20.0462], [19.9475, 25.9462, 19.5506], [20.1622, 26.5193, 18.1122], [21.1061, 25.6841, 17.4477], [21.2279, 25.9592, 16.0513], [14.1871, 24.9252, 22.1954], [14.5153, 26.7176, 22.2948], [15.0999, 25.6106, 23.5695], [17.0658, 26.5302, 23.1367], [16.8109, 27.4558, 21.6480], [18.7267, 25.0855, 21.8482], [19.3054, 26.7873, 21.9601], [17.9288, 25.6496, 19.5413], [20.2327, 24.8775, 19.4781], [20.6231, 26.3859, 20.2941], [20.4188, 27.5606, 18.1717], [19.2389, 26.3836, 17.5826], [22.2659, 25.8271, 15.7058], [21.0873, 27.0332, 15.8387], [20.5364, 25.4107, 15.4299], [17.8601, 14.4578, 18.5621], [18.8056, 15.0990, 17.5551], [18.1756, 16.2767, 16.9362], [18.9161, 16.7016, 15.7590], [18.3806, 17.7963, 15.0944], [20.1323, 15.4825, 18.0892], [17.3786, 15.1646, 19.2314], [18.4600, 13.8601, 19.2213], [17.1335, 13.8745, 18.0281], [18.8799, 14.3429, 16.7634], [18.1236, 17.1167, 17.6854], [17.1323, 16.0212, 16.6418], [18.0029, 18.6106, 15.7467], [17.4327, 17.4744, 14.6046], [19.0142, 18.1030, 14.2607], [20.0329, 15.9499, 18.9939], [20.6760, 15.9791, 17.3954], [14.5292, 22.3983, 23.3119], [15.8337, 21.8536, 23.7915], [16.4201, 20.7282, 22.9239], [15.5850, 19.5853, 22.7838], [16.2329, 18.4485, 23.2334], [16.8917, 22.8879, 23.9306], [13.9671, 23.0224, 24.0025], [13.7827, 21.6407, 23.1690], [14.6804, 22.9918, 22.3977], [15.6918, 21.3944, 24.7427], [17.3875, 20.4471, 23.3895], [16.7166, 21.0642, 21.9633], [16.6426, 18.5746, 24.1718], [16.9511, 18.1630, 22.4336], [15.5079, 17.6268, 23.3082], [17.1604, 23.1842, 24.8638], [16.7842, 23.7094, 23.3067], [17.6638, 24.9712, 11.2839], [17.4614, 26.0350, 12.3979], [18.5573, 25.8044, 13.4738], [18.5156, 24.5188, 14.0656], [17.5324, 24.4177, 15.1118], [17.6067, 27.3560, 11.7563], [17.8252, 23.9602, 11.6961], [18.5942, 25.2353, 10.6803], [16.8719, 24.9521, 10.5444], [16.5177, 25.8207, 12.8133], [18.4324, 26.6160, 14.1908], [19.5476, 25.9549, 13.0200], [17.5671, 25.2526, 15.8054], [17.7372, 23.4249, 15.6190], [16.5338, 24.4624, 14.6673], [16.8783, 27.9505, 12.0156], [17.5798, 27.2321, 10.7144], [11.7858, 29.8972, 17.1080], [12.6455, 31.0540, 16.5844], [12.1305, 32.3997, 17.1666], [12.6186, 33.4667, 16.3749], [11.7922, 34.5818, 16.6072], [14.0248, 30.7808, 16.9106], [10.7204, 30.1222, 16.9721], [11.8853, 29.7244, 18.1575], [12.0190, 28.9571, 16.6240], [12.5255, 31.1086, 15.5186], [12.4207, 32.5298, 18.2100], [11.0633, 32.4513, 17.0523], [10.7312, 34.5156, 16.2747], [12.2550, 35.4349, 16.1329], [11.7498, 34.7978, 17.7123], [14.0291, 30.6157, 17.9112], [14.6942, 31.4387, 16.6587], [17.4637, 29.0126, 18.8417], [18.5995, 29.7254, 19.5196], [19.2902, 30.8569, 18.7939], [19.9700, 30.3525, 17.6891], [20.7228, 31.3413, 16.9852], [18.1615, 30.4472, 20.7353], [16.9144, 28.3890, 19.5445], [17.8391, 28.3951, 18.0097], [16.6549, 29.6858, 18.3568], [19.3614, 29.0556, 19.7444], [19.9463, 31.4758, 19.4887], [18.5102, 31.6076, 18.3988], [21.4995, 31.7935, 17.5967], [20.0079, 32.1771, 16.7214], [21.1829, 30.9348, 16.1075], [17.6737, 29.7847, 21.3062], [17.5393, 31.2060, 20.4432]],
  "forces_ev_per_a": [[-0.1, 0.7, 0.5], [0.1, 0.1, 1.4], [-0.3, -0.2, 0.7], [-0.5, 0.0, -1.7], [-0.1, 0.1, 2.0], [1.6, -0.9, -0.9], [-0.1, 1.3, -0.8], [-0.4, -0.8, 0.5], [1.8, -0.3, 0.2], [0.5, -0.4, 0.1], [-0.6, -0.2, -0.5], [0.8, -0.1, -0.2], [-1.1, -0.3, -0.4], [0.2, -0.3, -0.5], [-0.2, 0.4, -0.1], [0.9, 0.4, 0.1], [-0.4, -0.2, -1.2], [-1.0, -0.8, 0.1], [-0.2, 0.8, 0.1], [-0.7, 0.9, 1.1], [1.1, -0.1, -0.3], [-1.4, 0.2, 0.2], [-0.2, 0.0, 0.4], [0.0, -0.4, -0.8], [-1.4, -0.8, -1.6], [-0.5, -0.4, 1.2], [1.6, 2.2, 0.7], [0.7, -0.3, -0.5], [1.3, -0.5, -1.7], [-1.0, -1.4, 0.9], [-0.2, -0.7, -0.7], [-0.1, 1.4, 0.2], [1.0, -1.0, 0.3], [1.1, 0.2, 0.2], [0.1, -0.3, -0.2], [0.2, 0.7, 0.7], [-0.9, -0.3, -0.7], [0.3, -0.7, 0.3], [-0.2, -0.1, 0.4], [-1.3, -0.2, -0.4], [-0.9, 0.8, 1.2], [0.5, 0.1, -0.7], [0.8, 0.7, 0.1], [0.0, 0.4, 0.1], [0.0, -0.1, -0.3], [-0.1, 0.2, -0.5], [-0.2, -0.2, 0.6], [-0.7, 0.2, 0.4], [-1.2, 0.6, -0.6], [0.7, 1.5, -0.2], [1.9, -0.5, -0.2], [-0.2, -0.8, 1.8], [-0.8, 0.3, 0.0], [0.4, -1.0, -0.1], [0.5, -0.5, -0.1], [0.0, 0.9, 0.0], [-0.9, 0.1, 0.8], [-0.1, 0.5, 0.8], [0.0, -1.1, 0.3], [0.2, -0.3, -0.3], [0.3, 0.2, 0.0], [-0.8, 0.2, -0.6], [-0.1, -0.2, -0.3], [-0.4, 0.1, -0.6], [0.4, 0.0, -0.3], [-0.1, 0.4, -0.1], [0.0, -0.1, 0.5], [-0.5, 0.3, 0.0], [-0.1, 0.1, -0.1], [0.5, -0.2, -0.6], [0.0, -0.1, -0.1], [0.4, -0.2, 0.0], [1.0, 0.0, -0.5], [0.0, 1.6, -1.1], [-2.0, -1.1, 1.0], [-0.4, 0.5, -0.4], [0.8, 0.3, -0.4], [-1.3, -1.6, 1.3], [-0.8, -1.4, 0.8], [0.9, 0.3, -0.1], [-1.1, 1.1, -1.5], [0.6, -1.1, 1.0], [-0.1, 1.0, -0.6], [-0.9, 0.1, 0.5], [-0.3, -0.7, 0.3], [0.6, -0.3, -0.9], [-0.2, -0.1, 0.5], [0.9, -0.5, 0.3], [0.4, 0.6, -0.2], [0.5, 0.8, -0.8], [-0.1, 0.7, -0.4], [1.0, 0.2, -0.5], [-0.1, -0.2, 0.1], [0.3, -0.8, 0.4], [0.3, 0.1, 0.8], [-0.1, 0.3, 0.8], [0.3, 0.5, -0.3], [0.0, 0.3, -0.3], [-2.4, -1.6, 1.0], [0.5, 0.5, -0.3], [-0.2, 1.5, -0.5], [-1.6, 0.9, -0.1], [1.7, 0.6, 1.2], [-1.4, -1.0, -0.8], [-0.5, -0.1, -0.2], [0.0, 0.1, 0.6], [0.0, -0.6, -0.2], [0.3, 0.1, 0.0], [0.1, 0.3, -0.7], [0.8, -0.2, 0.4], [0.3, -0.2, 0.6], [1.0, -0.5, -0.4], [0.2, -0.6, -0.2], [0.2, -0.6, 0.1], [0.1, 0.1, 0.0], [-0.3, 0.2, 0.1], [0.1, -0.8, -0.7], [0.4, 0.1, 1.0], [0.2, -0.1, -0.1], [0.3, 0.7, -0.5], [-0.4, -0.3, 1.5], [0.5, 0.0, -0.4], [-0.3, -0.7, 0.1], [-0.1, 0.6, 0.1], [0.7, -0.9, 1.1], [-0.7, -0.3, -2.1], [-0.2, -0.3, 0.0], [0.5, -0.5, -0.7], [-1.7, -0.9, 2.0], [1.0, 0.5, -1.0], [0.1, 0.0, 0.5], [-0.5, 0.3, -0.7], [0.0, 0.7, -0.3], [-0.1, 0.0, 0.3], [0.0, 0.0, -0.6], [-0.6, -0.5, -0.6], [0.0, -0.1, 0.2], [-0.1, 0.5, 1.0], [0.3, 0.2, 0.4], [-0.1, -0.2, -0.3], [-0.4, 0.7, 0.4], [1.3, 0.9, -0.9], [0.4, 0.4, -0.1], [0.4, -0.2, -0.3], [0.7, 0.4, -0.6], [-0.7, 0.0, -0.5], [0.0, 0.3, 0.7], [1.1, -1.1, -0.5], [-0.1, 0.4, -1.1], [0.6, -0.7, 0.0], [0.8, 0.1, -0.4], [-1.6, 0.2, 1.2], [1.0, -0.6, -2.3], [-0.7, -0.3, 0.0], [-0.1, -0.1, -0.1], [0.2, -0.4, 0.8], [0.2, -0.2, -0.3], [-0.2, 0.5, -0.5], [-0.5, 0.9, 1.4], [-0.4, 0.0, 0.2], [0.0, 0.2, 0.1], [-0.2, 0.2, 0.6], [-0.3, -0.1, -0.6], [0.3, 0.1, 0.2], [-0.5, 0.1, 0.5], [-0.5, 0.7, 0.7], [0.3, -0.6, 0.3], [0.6, 0.0, 0.1], [0.4, 0.3, 1.3], [-0.7, -0.3, -1.5], [1.4, 0.6, 0.0], [-2.5, 0.7, 0.3], [1.6, 0.4, 1.1], [2.2, 0.9, -1.0], [-2.3, -0.6, 0.3], [0.6, 0.4, -0.9], [0.3, 1.0, -0.3], [0.1, -0.1, 0.3], [0.6, 0.7, -0.4], [-1.0, -0.2, 0.1], [0.1, -0.3, -0.3], [-0.5, -0.4, 0.3], [0.5, 0.0, 0.1], [0.8, -1.2, -0.3], [-0.6, 0.0, 0.1], [-0.2, -0.4, 0.1], [-0.5, 0.2, 0.0], [0.1, -0.6, 0.1], [0.1, -0.3, -0.3], [-1.1, -0.3, 0.4], [-0.1, 0.1, 0.4], [0.7, -0.7, 0.0], [0.6, -0.1, 0.9], [0.1, -0.9, -0.5], [-0.9, -0.7, 0.4], [-0.7, 0.6, -0.1], [1.9, 1.3, -0.7], [-0.8, 1.4, 0.9], [-0.5, -1.6, -1.7], [-0.9, 0.4, -0.6], [0.5, 0.8, 0.8], [-0.5, -0.5, -0.2], [0.2, 0.4, -0.3], [-0.3, 0.2, 0.4], [1.4, 0.8, 0.3], [-0.8, 0.3, -1.7], [0.0, 0.1, 1.0], [-0.4, -1.2, 0.4], [0.7, -0.6, 0.3], [0.1, -0.5, 0.1], [0.4, -0.7, -0.5], [0.1, 0.1, 0.4], [0.1, 0.8, 1.1], [-0.1, -0.2, -0.2], [-0.5, -0.2, -0.5], [0.1, 0.0, -0.2], [-0.9, -2.6, -0.7], [0.5, -1.2, -1.1], [2.3, 0.6, 1.1], [-0.8, 0.3, -1.0], [0.4, -0.2, 0.4], [-0.2, -0.6, -1.2], [-0.5, -0.2, 0.7], [-0.2, 0.5, -0.7], [-0.1, 0.3, -0.7], [1.1, 1.2, -0.3], [0.6, 0.4, 0.7], [-1.1, 1.2, -0.4], [-0.7, -0.3, -0.1], [-0.4, -0.1, 0.0], [-0.1, 0.5, 1.0], [-0.4, 0.4, -0.1], [0.0, -0.1, 0.4], [-0.1, 0.4, 1.5], [0.0, 0.0, 0.1], [0.4, -0.5, 0.0], [-0.2, 0.3, -0.4], [0.2, 0.1, 0.9], [-0.1, -0.1, -0.2], [0.2, -0.2, 0.4], [-0.5, -0.3, 0.2], [0.5, 0.6, 0.4], [-0.6, -0.5, -0.6], [0.0, 0.2, 0.6], [0.2, 0.8, 0.2], [0.4, -0.2, -0.6], [-0.2, -1.7, 1.1], [0.6, 0.3, -0.3], [0.7, 1.4, 0.2], [0.5, 0.8, -0.1], [0.1, -0.4, -0.1], [0.2, 0.1, -0.6], [0.7, 0.2, 0.2], [0.0, -0.1, 0.0], [0.1, -0.1, 0.2], [-1.1, -0.7, -0.6], [-0.4, -0.4, 0.0], [-0.2, 0.1, 0.2], [0.2, 0.1, -0.4], [0.4, 0.6, -0.4], [-0.9, 0.3, -0.3], [-0.3, -0.6, 0.4], [-0.3, -0.1, 0.2], [-0.3, -0.5, 0.0], [0.8, 0.7, 0.4], [0.8, -0.1, -0.1], [-1.2, 1.8, -1.1], [0.4, -0.7, 1.5], [-2.1, -0.2, -0.7], [-0.7, -1.3, 0.4], [-0.3, 0.4, -0.1], [0.2, -0.8, 0.2], [-0.4, -0.3, 0.0], [0.7, 0.1, 0.0], [0.0, -0.5, -0.6], [0.4, 0.2, -0.1], [0.9, -0.1, 0.0], [0.2, 0.0, 0.0], [0.3, 0.3, 0.6], [0.3, 0.1, -0.7], [-0.2, 0.3, 0.3], [-0.6, 0.7, -0.5], [1.0, 0.3, 0.0], [0.4, -0.4, 0.9], [-0.7, 1.6, 0.3], [-0.7, -1.9, -2.7], [0.0, 0.4, -0.6], [0.6, 0.5, 0.5], [-0.1, -0.9, -0.7], [-0.2, -0.4, 0.1], [-0.1, -0.3, 1.0], [-0.5, 0.0, 0.0], [0.0, 0.7, -1.3], [1.3, 0.3, 2.0], [0.1, -0.2, 0.9], [0.0, 0.2, -0.1], [-0.5, -0.2, -0.2], [-0.1, -0.8, 0.6], [1.5, 0.2, -0.3], [2.2, -1.3, -1.9], [-0.4, 0.5, -0.6], [-0.1, 0.6, 0.5], [0.4, -1.2, -0.7], [1.1, -1.6, -1.2], [-0.2, 0.5, -0.1], [-0.8, -0.3, 0.9], [-0.5, 0.0, 0.1], [-1.4, 0.3, 0.7], [0.1, 0.0, 0.6], [-0.2, -0.2, 0.0], [0.4, 0.1, 0.3], [-0.5, 1.4, -0.5], [0.0, -0.4, 0.1], [-1.5, 1.2, 0.4], [0.0, 0.3, 1.5], [-0.6, 0.4, -0.5], [-0.3, 0.5, 1.1], [0.5, -0.9, -1.2], [-0.4, 0.2, 0.0], [0.1, 0.8, 1.2], [-1.3, -2.0, 0.9], [0.1, -0.1, -0.3], [0.4, 0.1, 0.9], [0.1, -0.1, -0.3], [-0.1, 0.1, -0.7], [0.0, -0.1, 0.2], [-0.9, -0.3, 0.4], [0.6, -0.5, -0.1], [0.1, 0.2, -0.2], [0.0, -0.1, -0.8], [0.6, 0.0, 0.1], [1.0, 1.6, -0.6], [-1.3, 0.6, -1.9], [-1.2, 2.8, 0.5], [-0.6, 1.7, -1.0], [1.3, -0.1, -0.8], [-1.6, 1.0, 0.7], [0.3, -0.3, -0.1], [0.3, -0.2, 0.0], [-0.2, 0.0, 0.3], [1.4, -0.5, 0.8], [1.3, -1.5, 0.8], [-0.5, -1.0, -0.6], [0.6, -0.7, 0.6], [0.2, -0.1, 0.4], [0.7, -0.6, -0.1], [0.0, -0.4, -0.5], [-0.6, 0.0, 0.5], [0.0, -0.4, 0.4]],
  "orbital_gap_ev": 8.62,
  "charge": 0,
  "homo_ha": -0.3003,
  "energy_ev": -171853.950
}